# 1
Molecular formula: C51H41F10N7P2W
Method: DFT, ωB97M-V/def2-TZVPD

The charge is +2. The total energy comes out at -111547.572 eV. The calculation puts the strongest force on any atom at 2.303 eV/A.

Each line ends with the Mulliken charge.
Cartesian coordinates (Å):
1 W -0.01291 -0.10420 0.01322  1.818
2 C 0.04784 3.26426 0.49625  -1.012
3 N 0.79863 2.14495 -0.11096  0.351
4 C 2.11051 2.23988 0.56196  -1.294
5 C 2.94902 1.06404 0.26743  -1.423
6 N 2.10628 -0.13962 0.24273  1.588
7 C 3.03710 -1.22773 0.21475  -0.225
8 C 3.55269 -1.82062 1.36147  -0.171
9 F 3.08596 -1.46894 2.55701  -0.332
10 C 4.54869 -2.77361 1.31952  0.400
11 F 4.97909 -3.33656 2.43996  -0.321
12 C 5.08272 -3.15062 0.10492  0.652
13 F 6.02462 -4.07185 0.05114  -0.297
14 C 4.61329 -2.56969 -1.05445  0.208
15 F 5.10221 -2.94114 -2.22950  -0.310
16 C 3.61405 -1.62565 -0.98455  -0.755
17 F 3.17309 -1.09480 -2.12827  -0.317
18 C 0.89618 2.43983 -1.56623  -1.388
19 C 1.18808 1.25056 -2.43042  -1.689
20 N 0.33450 0.09957 -2.10108  1.939
21 C 0.17192 -0.78063 -3.19312  0.431
22 C -0.82351 -1.76732 -3.22322  -1.316
23 F -1.59040 -1.93582 -2.16089  0.335
24 C -1.04421 -2.65189 -4.24941  -0.267
25 F -2.01799 -3.54366 -4.14845  -0.300
26 C -0.24306 -2.60543 -5.36671  0.741
27 F -0.42214 -3.44129 -6.36392  -0.299
28 C 0.77565 -1.68281 -5.39257  0.165
29 F 1.59008 -1.64389 -6.43467  -0.289
30 C 0.98065 -0.80486 -4.34524  0.040
31 F 2.03666 -0.00543 -4.48663  -0.407
32 H 0.59146 4.19573 0.32977  0.543
33 H -0.92766 3.37527 0.05466  -0.001
34 H -0.04041 3.10064 1.56445  0.156
35 H 2.60427 3.16667 0.26589  0.521
36 H 1.91301 2.29849 1.62080  0.861
37 H 3.48677 1.18135 -0.67194  0.597
38 H 3.71326 0.98202 1.04304  0.609
39 H -0.06010 2.83365 -1.87472  0.287
40 H 1.64579 3.21871 -1.73275  0.295
41 H 0.99992 1.58725 -3.44503  1.389
42 H 2.23077 0.96017 -2.38215  0.266
43 N 0.09218 -2.14736 2.52515  0.302
44 P -0.40699 -0.50674 2.47867  2.617
45 C 0.49418 0.14893 3.92536  0.622
46 C 1.71899 0.79320 3.77090  -0.453
47 C 2.45389 1.19721 4.87709  -1.002
48 C 1.97232 0.94869 6.15308  -0.771
49 C 0.75891 0.29151 6.32185  -0.809
50 C 0.01641 -0.10476 5.21635  -0.858
51 C -2.09473 -0.59808 3.15578  -0.057
52 C -2.74054 -1.79635 3.44389  -0.534
53 C -4.02226 -1.78179 3.97497  -0.765
54 C -4.66988 -0.57404 4.21939  -0.832
55 C -4.01653 0.62588 3.96165  -0.755
56 C -2.72761 0.60401 3.44500  -0.780
57 C 0.57098 -2.81328 1.43790  -0.039
58 C 1.09269 -4.10104 1.59009  -0.838
59 C 1.46844 -4.81493 0.48139  -1.222
60 C 1.33353 -4.23633 -0.78366  -1.232
61 C 0.86967 -2.95874 -0.86096  -0.067
62 N 0.48049 -2.22818 0.21835  0.602
63 H 0.31049 -2.55412 3.41772  0.454
64 H 2.12426 0.92865 2.78164  0.401
65 H 3.40916 1.69326 4.74417  0.508
66 H 2.54394 1.26183 7.01966  0.434
67 H 0.38188 0.09348 7.31792  0.472
68 H -0.93804 -0.59501 5.36808  0.549
69 H -2.25128 -2.74461 3.25328  0.415
70 H -4.51818 -2.72012 4.20389  0.480
71 H -5.67467 -0.57033 4.63035  0.423
72 H -4.49921 1.57482 4.17675  0.513
73 H -2.19171 1.53158 3.30450  0.673
74 H 1.18016 -4.51704 2.58777  0.585
75 H 1.86952 -5.81740 0.59120  0.487
76 H 1.61258 -4.76472 -1.68816  0.623
77 H 0.80302 -2.46572 -1.81598  -0.126
78 N -3.48560 0.15465 -0.07442  0.794
79 P -2.27191 1.31051 -0.27269  1.070
80 C -3.14909 2.70099 0.59270  1.645
81 C -2.75985 3.34490 1.76357  -0.282
82 C -3.56605 4.31357 2.34863  -0.926
83 C -4.78005 4.65378 1.77112  -0.871
84 C -5.18200 4.02072 0.60193  -0.849
85 C -4.37162 3.06130 0.01303  -1.465
86 C -2.50948 1.87992 -2.00123  0.937
87 C -3.04702 1.02365 -2.95661  -0.718
88 C -3.22911 1.45724 -4.26533  -0.626
89 C -2.87980 2.74985 -4.62975  -0.807
90 C -2.38284 3.62519 -3.67032  -0.717
91 C -2.21121 3.19630 -2.36217  -0.633
92 C -3.39002 -1.20316 0.07694  -0.359
93 C -4.57387 -1.94832 0.02826  -0.930
94 C -4.51129 -3.30953 0.15309  -1.036
95 C -3.26037 -3.90211 0.31420  -1.277
96 C -2.15574 -3.09366 0.35362  -0.845
97 N -2.18715 -1.74650 0.26522  1.730
98 H -4.42326 0.50311 -0.15021  0.515
99 H -1.82859 3.10726 2.24876  0.017
100 H -3.23792 4.80385 3.25880  0.502
101 H -5.40714 5.41508 2.22292  0.435
102 H -6.12325 4.28281 0.13387  0.481
103 H -4.69586 2.61637 -0.92268  0.442
104 H -3.36132 0.02816 -2.68265  0.371
105 H -3.66053 0.78326 -4.99686  0.507
106 H -3.02402 3.08764 -5.65181  0.438
107 H -2.14956 4.65086 -3.93476  0.500
108 H -1.88132 3.91505 -1.61685  0.300
109 H -5.51939 -1.43813 -0.12331  0.551
110 H -5.41262 -3.91014 0.10860  0.511
111 H -3.14126 -4.97661 0.39732  0.574
112 H -1.19382 -3.56399 0.45166  0.226

=====

# 2
Molecular formula: C51H41N11O3S5W
Method: DFT, ωB97M-V/def2-TZVPD

The charge is +2. The calculation puts the strongest force on any atom at 1.783 eV/A. The spin multiplicity is 3. The calculation puts the energy above the lowest of the compared OMol25 structures with the same formula, charge and spin at 0.0000 eV. Its expectation value of S² is 2.036.

Each line ends with the Mulliken spin population.
Cartesian coordinates (Å):
1 W 0.40416 0.51827 1.06547  0.917
2 S -0.62909 2.75286 0.21721  -0.018
3 C -0.99207 2.81350 1.86866  0.035
4 N -0.56458 1.74088 2.51463  -0.042
5 C -0.87511 1.69124 3.87062  0.007
6 C -0.58247 0.68421 4.78739  0.000
7 C -0.97379 0.86926 6.10376  0.002
8 C -1.59820 2.04522 6.51019  -0.001
9 C -1.88401 3.04159 5.58451  0.003
10 C -1.53408 2.84606 4.26079  -0.002
11 S -1.75878 3.93992 2.87423  0.017
12 H -0.05957 -0.20025 4.49013  0.006
13 H -0.77693 0.09444 6.82902  0.000
14 H -1.82812 2.23979 7.54628  0.000
15 H -2.34900 3.99104 5.88185  0.000
16 C -1.76670 -4.56421 2.71387  -0.001
17 C -1.53962 -4.05313 1.43883  -0.002
18 C -0.74384 -2.91548 1.29391  -0.032
19 C -0.16658 -2.33012 2.40102  0.015
20 C -0.36458 -2.86100 3.66220  -0.001
21 C -1.16251 -3.98050 3.81419  0.000
22 N 0.64617 -1.15875 2.26307  0.037
23 N 1.64667 -1.20409 3.17078  -0.044
24 C 2.29677 -0.08733 3.22167  0.011
25 C 3.35450 0.13552 4.11495  -0.008
26 C 3.92854 1.35557 4.21383  0.006
27 C 3.45412 2.45086 3.45911  -0.012
28 C 2.45313 2.20147 2.61409  0.007
29 N 1.89279 0.95707 2.44292  0.027
30 H -2.39373 -5.44044 2.84824  0.000
31 H -1.97199 -4.52024 0.57407  0.000
32 H -0.56013 -2.51562 0.30920  0.021
33 H 0.11636 -2.38385 4.50933  -0.001
34 H -1.33764 -4.37825 4.78803  0.000
35 H 3.68004 -0.69859 4.69982  0.000
36 H 4.69935 1.52035 4.93558  0.000
37 H 3.84532 3.45744 3.55753  0.000
38 H 1.97702 3.00596 2.03936  -0.010
39 S -0.13511 -0.43323 -1.25649  -0.012
40 C -1.78098 -0.76743 -1.41391  0.024
41 N -2.30649 -1.17801 -2.54234  0.024
42 C -3.77377 -1.21714 -2.70624  -0.001
43 C -4.46350 -1.60884 -1.42487  -0.005
44 N -3.96414 -0.83921 -0.27408  0.032
45 C -4.96693 -0.55145 0.74261  -0.003
46 C -6.00558 0.40775 0.17906  0.001
47 C -5.57635 1.66754 -0.23682  -0.001
48 C -6.47107 2.54284 -0.84412  0.000
49 C -7.78284 2.14555 -1.08423  0.000
50 C -8.22240 0.90248 -0.68026  0.000
51 C -7.32342 0.02224 -0.05279  0.000
52 C -2.69091 -0.54873 -0.18963  0.040
53 S -2.02167 -0.01613 1.23206  -0.066
54 C -1.53315 -1.54790 -3.71712  -0.003
55 C -1.45827 -3.05476 -3.79305  0.004
56 C -2.06040 -3.72963 -4.84407  0.001
57 C -2.07978 -5.11943 -4.85400  0.000
58 C -1.51046 -5.82441 -3.80200  0.000
59 C -0.88616 -5.16769 -2.74415  0.000
60 C -0.84207 -3.78009 -2.75919  -0.001
61 H -4.02697 -1.98037 -3.43445  0.000
62 H -4.18771 -0.25291 -3.07481  0.002
63 H -4.29006 -2.65615 -1.28287  0.002
64 H -5.53390 -1.42908 -1.55563  0.000
65 H -4.43316 -0.16957 1.61495  0.004
66 H -5.46935 -1.45726 1.05608  0.002
67 H -4.55574 2.00004 -0.06404  0.001
68 H -6.14828 3.53200 -1.17789  0.000
69 H -8.47254 2.85132 -1.54354  0.000
70 H -9.26087 0.60919 -0.84210  0.000
71 H -7.62833 -0.96345 0.24739  0.000
72 H -0.57196 -1.06037 -3.64804  0.002
73 H -1.98556 -1.17722 -4.63295  0.001
74 H -2.53258 -3.19035 -5.66927  0.000
75 H -2.48687 -5.64647 -5.70421  0.000
76 H -1.48943 -6.89337 -3.83349  0.000
77 H -0.39319 -5.74516 -1.97585  0.000
78 H -0.29802 -3.28304 -1.97401  0.001
79 N 3.02460 -5.50969 -0.46837  0.000
80 C 3.26006 -4.44312 -0.10699  0.000
81 C 3.48732 -3.05869 0.19963  0.001
82 C 4.73028 -2.58394 0.60619  0.001
83 C 4.86688 -1.22756 0.76761  0.000
84 C 3.75322 -0.42006 0.61166  0.002
85 N 2.54649 -0.88453 0.27932  -0.002
86 C 2.42677 -2.18230 0.05100  0.007
87 H 5.55970 -3.23674 0.72545  0.000
88 H 5.81657 -0.80556 1.07427  0.000
89 H 3.82849 0.65219 0.77335  0.001
90 H 1.46184 -2.56895 -0.20554  0.002
91 O 6.33597 6.80080 -1.43355  0.030
92 S 6.88630 6.94386 -2.74420  0.054
93 O 6.07790 7.61707 -3.71941  0.178
94 O 8.29745 6.80875 -2.89124  0.076
95 C 6.15682 5.07188 -3.80884  0.557
96 N 6.61945 4.68101 -4.92744  0.034
97 C 6.07435 3.56508 -5.39046  0.024
98 C 5.15105 2.87694 -4.59522  -0.001
99 C 4.73476 3.42543 -3.40722  0.015
100 N 5.24046 4.59123 -3.01727  0.019
101 C 3.73955 2.81099 -2.50104  0.005
102 C 3.33778 1.49765 -2.66923  -0.003
103 C 2.45776 0.97285 -1.72086  0.005
104 N 1.98291 1.63356 -0.66824  0.009
105 C 2.35669 2.90873 -0.56184  -0.010
106 C 3.25447 3.51407 -1.42165  0.003
107 H 6.37771 3.24438 -6.38736  0.001
108 H 4.68986 1.99090 -5.01053  0.003
109 H 3.61277 0.85858 -3.49359  0.000
110 H 2.13068 -0.04656 -1.79498  0.005
111 H 1.85801 3.50364 0.19792  -0.001
112 H 3.50318 4.54536 -1.27129  -0.001

=====

The lowest strongest force on any atom belongs to which entry? C51H41N11O3S5W